{
  "formula": "C28H61N10O10",
  "method": "ωB97M-V with the def2-TZVPD basis set",
  "elements": ["O", "O", "O", "O", "O", "O", "O", "O", "O", "O", "N", "N", "N", "N", "N", "N", "N", "N", "N", "N", "C", "C", "C", "C", "C", "C", "C", "C", "C", "C", "C", "C", "C", "C", "C", "C", "C", "C", "C", "C", "C", "C", "C", "C", "C", "C", "C", "C", "H", "H", "H", "H", "H", "H", "H", "H", "H", "H", "H", "H", "H", "H", "H", "H", "H", "H", "H", "H", "H", "H", "H", "H", "H", "H", "H", "H", "H", "H", "H", "H", "H", "H", "H", "H", "H", "H", "H", "H", "H", "H", "H", "H", "H", "H", "H", "H", "H", "H", "H", "H", "H", "H", "H", "H", "H", "H", "H", "H", "H"],
  "coordinates": [[-3.09838, -2.52553, -6.50429], [3.39372, 1.36328, -2.91150], [2.83849, 2.86414, 4.52042], [-2.20703, 3.87386, 5.80612], [-2.84007, -1.94865, -0.18158], [-4.46826, -7.14743, 3.14820], [-1.21288, 1.51345, -3.43178], [1.86630, 2.70176, 0.96108], [3.29715, -2.80412, 1.80723], [-2.55789, -0.33035, 1.25463], [3.89480, 3.15321, -4.22843], [-3.39536, -1.03320, 0.23358], [-3.73884, -5.67061, 1.58672], [-3.05284, -4.65957, -5.73069], [4.41848, -3.86199, 3.46888], [-2.72424, 1.45993, -5.12490], [-1.62353, 0.85771, -0.61366], [2.85050, 5.08757, 4.05931], [-0.34761, 2.23564, 0.41406], [-3.15252, 1.87815, 5.26747], [-2.89025, 0.01192, -5.02838], [-1.88551, 2.07546, -4.30063], [4.86539, -2.60206, 4.04385], [3.65720, 0.27417, 1.10131], [3.59922, 1.86137, -4.00710], [2.52629, 2.10792, -0.17715], [2.74763, 6.14144, 3.07253], [-3.94921, -4.43088, 0.87336], [-2.13535, 2.76298, 5.32606], [4.81328, -5.10784, 4.09850], [-1.85193, -4.41581, -4.94933], [2.64174, 0.59313, -0.01149], [3.65173, -3.82741, 2.36824], [0.66277, 3.28807, 0.66403], [-3.56780, -3.65102, -6.45158], [4.13195, 3.66937, -5.56499], [-2.56084, -6.47031, 1.29228], [-3.65482, -5.98064, -5.71010], [3.05984, 5.43996, 5.45532], [-1.75618, 0.62808, 0.73660], [-4.44115, 2.25853, 5.82503], [-3.48578, 2.18363, -6.13018], [2.75906, 3.78333, 3.72495], [-2.99501, 0.56983, 4.66656], [3.98509, 4.06078, -3.09773], [-4.60395, -6.11767, 2.52571], [-0.96532, 1.49415, 1.41260], [-0.74096, 1.84923, -0.78127], [2.02686, 2.32575, -1.12402], [4.00542, -1.99264, 4.32280], [4.65612, 0.47747, 0.71238], [3.36334, -4.82781, 2.00535], [-3.69131, 0.46667, 3.83076], [-1.96958, -5.98012, 0.52222], [4.75366, 3.71844, -2.40373], [3.44447, 0.90334, 1.96978], [4.39993, -5.95118, 3.54965], [2.59279, 3.60403, 2.64680], [-4.33515, 2.48852, 6.88496], [3.56356, 1.26406, -4.93188], [4.23352, 5.05837, -3.44954], [-3.23357, 1.80986, -7.12241], [3.03353, 4.09071, -2.56517], [-1.83072, 3.16257, -4.46113], [-1.19895, 2.37462, 4.88117], [-3.60058, -0.33183, -5.76992], [-4.87054, -3.95714, 1.21039], [3.52366, 2.54462, -0.23553], [3.11105, 6.52112, 5.55585], [-0.80987, 1.61464, 2.46799], [-3.25700, 3.24608, -6.08267], [-1.56471, -5.32539, -4.42873], [3.60071, -0.76834, 1.41885], [-4.47365, -3.93427, -7.01076], [2.59615, 5.71024, 2.08350], [1.90552, 6.79713, 3.30627], [-5.46537, -5.44353, 2.67814], [-1.95772, -6.59158, 2.19225], [4.44536, -5.14091, 5.12539], [-1.97755, 0.44687, 4.29875], [-4.55290, 2.04267, -5.95762], [-2.85875, -7.46091, 0.94807], [4.03050, 2.87126, -6.29661], [2.24048, 5.05624, 6.06338], [5.47233, -2.79808, 4.92357], [-4.02241, -4.62611, -0.19964], [3.66299, 6.73656, 3.05787], [-3.11223, -3.76337, 1.06241], [-3.19905, -0.21102, 5.40124], [-0.36770, 2.28158, -1.69076], [3.04962, 0.21906, -0.94510], [0.68407, 3.98518, -0.17806], [5.13912, 4.08306, -5.63255], [3.41009, 4.45462, -5.79644], [-2.03401, -3.62208, -4.22292], [-5.14808, 1.44243, 5.69940], [-3.94496, -6.24378, -4.69141], [-1.03896, -4.09842, -5.60253], [-3.24777, -0.25083, -4.03051], [5.45254, -2.04616, 3.31243], [-2.94349, -6.72121, -6.07848], [0.31647, 3.84214, 1.53894], [3.98775, 4.99605, 5.81610], [-4.81755, 3.14870, 5.32050], [-1.93488, -0.48030, -5.19392], [-2.03226, 0.39417, -1.41314], [1.67050, 0.12228, 0.16385], [5.90113, -5.19324, 4.10916], [-4.53910, -5.99784, -6.34287]],
  "forces_ev_per_angstrom": [[-0.004, -0.103, 0.096], [0.002, 0.311, -0.177], [-0.051, 0.005, 0.019], [-0.055, 0.021, -0.027], [-0.256, 0.643, 0.191], [0.068, -0.009, -0.036], [-0.276, -0.010, -0.010], [-0.182, 0.364, -0.498], [-0.084, -0.207, 0.031], [0.665, 0.435, 0.331], [-0.032, 0.047, -0.094], [-0.137, -0.637, -0.769], [-0.071, 0.107, -0.063], [-0.058, -0.101, 0.034], [0.035, -0.108, 0.064], [-0.084, 0.000, 0.021], [0.388, 0.265, -0.407], [-0.018, 0.021, -0.078], [-0.043, 0.607, 0.187], [0.114, -0.081, -0.078], [0.173, 0.236, 0.147], [0.048, -0.002, -0.093], [-0.103, 0.003, -0.148], [-0.634, -0.043, -0.039], [0.039, -0.235, -0.031], [0.164, -0.863, -0.236], [0.019, -0.023, 0.230], [0.064, -0.485, 0.108], [0.077, 0.020, -0.021], [0.032, 0.217, 0.031], [-0.068, 0.124, -0.119], [0.825, 0.329, 0.316], [-0.018, -0.003, -0.037], [0.043, -0.174, 0.666], [-0.049, 0.033, -0.134], [0.007, 0.078, 0.200], [-0.128, -0.055, 0.121], [0.179, 0.097, 0.081], [-0.011, -0.177, -0.040], [-0.720, -0.747, 0.335], [0.143, 0.110, 0.014], [0.017, -0.144, 0.024], [-0.026, -0.039, -0.061], [-0.266, 0.201, 0.107], [0.004, -0.207, 0.025], [-0.106, -0.011, 0.083], [-0.081, -0.093, -0.700], [0.395, 0.354, 0.792], [-0.216, 0.281, 0.160], [0.043, 0.048, 0.018], [0.059, 0.082, 0.205], [0.013, -0.005, 0.014], [0.056, -0.151, -0.026], [-0.023, 0.037, -0.004], [-0.013, 0.053, 0.037], [0.235, -0.036, 0.060], [-0.016, 0.015, -0.027], [0.145, 0.179, 0.293], [-0.063, 0.013, 0.002], [-0.005, 0.007, -0.008], [0.004, -0.008, -0.036], [-0.043, 0.034, -0.024], [0.010, 0.059, 0.038], [0.035, -0.012, 0.009], [-0.003, -0.034, 0.035], [0.027, 0.011, -0.046], [-0.004, -0.018, 0.016], [-0.003, 0.020, 0.043], [-0.008, 0.008, -0.048], [0.150, 0.111, -0.028], [0.024, -0.003, 0.027], [-0.030, -0.028, -0.017], [0.070, 0.203, -0.133], [0.003, -0.010, 0.007], [0.021, -0.038, 0.007], [0.021, 0.048, -0.075], [0.016, 0.019, -0.029], [0.041, -0.039, -0.034], [0.029, -0.079, 0.008], [0.021, -0.006, 0.049], [-0.014, 0.035, -0.051], [0.064, -0.017, 0.000], [-0.004, -0.028, 0.021], [0.025, 0.027, 0.047], [-0.003, -0.047, -0.001], [-0.006, 0.151, -0.030], [-0.033, 0.051, -0.081], [0.053, 0.056, 0.015], [0.037, -0.081, -0.073], [-0.301, -0.295, -0.311], [-0.251, -0.126, -0.180], [-0.032, -0.298, -0.254], [-0.008, 0.010, -0.081], [0.030, 0.004, -0.076], [0.061, -0.008, 0.022], [0.030, -0.032, -0.016], [-0.037, -0.070, -0.027], [0.040, 0.005, 0.056], [-0.034, -0.052, -0.026], [0.008, 0.045, 0.043], [-0.059, -0.058, 0.001], [0.077, -0.065, 0.038], [-0.011, 0.025, 0.054], [-0.049, 0.001, 0.041], [-0.051, -0.092, -0.037], [-0.011, -0.041, -0.012], [-0.048, 0.110, 0.052], [-0.006, -0.079, 0.031], [0.000, 0.033, -0.014]],
  "lowdin_charge": [-0.007, 0.007, 0.010, 0.024, 0.128, 0.031, -0.044, -0.135, -0.011, -0.004, -0.191, 0.087, -0.200, -0.196, -0.195, -0.178, 0.203, -0.195, 0.005, -0.198, -0.034, -0.319, -0.032, -0.075, -0.323, -0.195, -0.058, -0.078, -0.364, -0.054, -0.036, -0.207, -0.343, -0.153, -0.334, -0.050, -0.038, -0.050, -0.035, -0.276, -0.035, -0.035, -0.352, -0.063, -0.035, -0.354, 0.082, -0.033, 0.087, 0.096, 0.082, 0.133, 0.082, 0.083, 0.096, 0.070, 0.083, 0.107, 0.096, 0.137, 0.089, 0.099, 0.079, 0.141, 0.125, 0.074, 0.087, 0.127, 0.086, 0.134, 0.086, 0.087, 0.033, 0.137, 0.076, 0.091, 0.133, 0.094, 0.091, 0.071, 0.096, 0.095, 0.085, 0.094, 0.087, 0.092, 0.091, 0.061, 0.094, 0.141, 0.088, 0.148, 0.094, 0.091, 0.085, 0.086, 0.090, 0.096, 0.087, 0.094, 0.093, 0.147, 0.094, 0.093, 0.094, 0.152, 0.105, 0.091, 0.085],
  "lumo_ev": -4.2,
  "fmax_ev_per_a": 1.09,
  "total_energy_ev": -65392.184,
  "charge": 1,
  "gap_ha": 0.241
}